(1)
Computed, not measured: 13 unconnected molecules or ions with the total composition C74H187N13O24 at a distorted geometry, with the ωB97M-V functional and the def2-TZVPD basis.

Summary:
total energy	-148257.8997	eV
Kohn-Sham gap	8.72	eV
LUMO energy	0.16	eV
ΔE to the lowest compared entry with this formula, charge and spin	495.0	kJ/mol
molar mass	1643.38	g mol⁻¹

Cartesian coordinates (Å):
C  -2.681  -4.547  -10.736
H  0.363  -12.383  -5.802
C  2.586  2.571  7.303
H  11.345  13.531  2.698
O  -4.012  -4.509  -10.127
H  -0.219  -1.878  -6.995
H  0.543  1.496  8.374
H  -7.522  -6.411  -1.092
H  5.073  -0.433  -11.117
H  0.081  2.462  7.065
H  9.334  17.087  5.605
C  -7.711  -5.022  0.991
C  6.247  -3.194  10.538
H  0.432  -4.921  9.025
H  -1.421  -7.792  3.874
H  6.554  15.743  7.199
H  -2.811  1.431  -10.387
O  8.069  15.548  5.952
C  -0.214  -8.413  5.525
H  0.716  -7.950  -1.070
H  0.956  8.013  2.921
C  10.343  13.267  3.034
H  7.133  -6.934  7.285
O  -10.477  12.036  -0.948
H  1.819  -0.339  2.881
H  8.007  -6.532  -6.326
C  -0.962  0.982  -11.434
H  0.730  -5.755  7.573
O  -13.330  1.020  0.714
H  2.636  1.516  7.574
C  4.357  -0.586  -10.309
H  -1.614  -13.572  -5.150
H  6.448  3.916  6.294
C  -1.517  -7.871  4.957
O  7.258  -3.987  11.189
H  0.549  -9.262  -4.281
H  8.969  15.599  3.643
O  -1.388  0.924  -8.956
H  5.606  -7.874  4.675
O  1.465  -9.335  -2.487
H  10.793  11.368  2.150
H  -0.654  2.027  -11.422
H  -2.835  1.923  -7.951
N  -12.400  2.427  3.261
H  7.375  -4.353  6.760
H  -2.495  -3.708  -11.406
H  2.067  -10.853  -5.382
H  2.293  6.880  2.556
C  2.135  5.961  -2.460
H  8.046  -2.369  -5.624
H  10.667  15.973  3.829
O  0.014  -3.985  -7.307
H  4.769  -0.205  -9.374
H  8.476  1.924  3.082
C  1.560  -9.426  -3.911
C  -0.052  -12.117  -4.830
C  7.413  1.711  3.196
H  -7.381  5.953  -0.303
H  3.226  -0.281  1.863
H  4.413  2.955  8.497
H  -13.008  0.951  4.657
C  -1.602  -4.793  -9.656
H  -7.315  -8.908  -1.380
N  10.013  13.914  4.321
H  2.429  9.478  4.059
H  3.848  8.634  3.723
O  -7.637  -4.116  -0.112
H  2.932  -11.135  -3.929
H  -8.687  -2.537  0.824
H  8.372  -4.323  12.778
C  -8.561  -3.072  -0.118
C  10.402  11.746  3.094
H  1.965  -3.772  -7.893
C  2.598  -0.254  -11.790
H  -12.294  11.109  -0.788
H  -8.890  9.935  -1.017
H  -8.765  12.992  -1.517
H  3.110  2.105  1.631
C  -8.336  10.874  -1.029
C  2.110  5.137  -4.675
H  7.144  1.093  5.808
H  -11.026  9.945  -0.860
C  8.242  -3.274  -3.897
H  -2.645  -5.385  -11.431
O  6.835  2.462  4.301
O  3.115  -0.089  -10.503
C  -1.022  -5.467  5.200
H  8.341  2.346  5.692
H  -11.423  10.765  -2.299
H  -10.755  2.938  5.379
H  -8.296  -2.237  -0.767
H  -8.617  0.578  5.741
H  3.064  6.516  -2.591
C  7.533  16.218  7.133
H  9.165  13.484  4.663
H  -11.281  1.695  6.452
O  -7.333  7.986  -0.186
C  9.381  15.998  5.635
H  -0.720  -11.256  -4.856
N  -1.887  -6.561  5.523
H  -13.174  2.582  5.226
C  3.177  9.366  3.275
H  5.534  -6.774  6.820
H  5.320  -6.179  4.456
H  -3.354  -13.207  -1.943
H  6.075  -3.081  -3.925
H  8.085  9.398  3.130
C  1.036  7.530  0.840
C  1.734  7.747  2.205
H  2.417  4.975  -2.091
C  -5.770  -7.547  -2.038
H  -0.268  2.995  8.810
H  -8.171  11.094  0.025
C  7.275  2.149  5.572
H  -5.267  -5.599  -11.365
C  8.408  -4.592  -4.749
C  6.475  -4.822  7.156
C  1.311  0.591  -12.068
H  -6.200  -8.765  -0.164
H  1.043  7.809  -1.891
O  9.143  11.125  3.275
H  -4.814  -7.302  -1.576
N  2.142  2.139  1.917
H  9.372  9.463  4.438
O  -1.793  -12.803  -3.218
C  -0.251  -2.838  -6.480
N  6.259  -4.747  8.585
H  8.107  16.052  8.045
H  -14.343  1.613  3.005
C  -2.834  -13.659  -2.788
C  0.771  -8.921  7.645
H  -9.507  -3.526  -0.411
N  -6.988  10.863  -1.626
N  0.210  0.096  -11.251
H  -5.815  -5.936  0.388
H  -2.952  0.260  -7.555
H  4.025  4.183  7.319
H  -7.471  -4.483  1.908
H  2.737  7.646  -0.207
H  7.047  1.813  2.175
C  -6.054  9.796  -1.367
C  0.301  -4.825  7.947
C  8.228  -5.628  -6.895
H  -2.437  0.981  0.187
O  8.070  -4.444  -6.143
H  -2.401  -0.488  1.144
H  -3.483  -13.763  -3.657
O  -0.220  -8.243  6.946
H  5.713  -4.241  6.637
O  -6.409  -6.511  -2.824
C  -13.725  2.458  2.702
H  -0.148  -3.888  -10.860
C  1.625  1.020  1.171
H  1.679  -5.081  -9.931
C  -1.219  -4.308  6.254
H  -2.325  -0.300  -10.300
O  1.651  3.191  8.181
C  6.889  -3.138  -3.203
C  -1.959  0.005  0.279
H  -0.041  -5.939  5.137
H  2.367  4.118  -4.387
H  0.322  6.350  -1.279
H  1.540  -7.265  -2.501
H  5.634  -2.768  8.407
N  1.050  -11.889  -3.852
H  -5.934  -4.098  -10.660
H  6.729  -3.906  -2.446
C  -5.567  -6.021  -3.719
H  9.251  -5.859  -7.189
H  1.730  -1.144  1.305
H  6.979  -5.284  9.046
H  6.780  2.825  7.621
H  -5.804  7.581  -1.432
H  -4.795  -4.011  -11.918
C  1.280  6.838  -1.457
H  6.875  -2.217  -2.619
H  -14.828  1.013  -0.838
O  7.043  -6.388  5.384
H  0.752  -2.836  -8.857
H  -14.226  3.379  2.998
H  9.469  -4.841  -4.745
N  4.956  2.363  6.615
C  0.422  2.543  8.097
H  -11.922  1.764  2.669
C  6.385  2.874  6.606
N  -7.474  -7.055  -0.315
H  7.378  0.634  3.363
H  -6.466  11.696  -1.394
H  -8.709  -5.421  1.173
H  -8.652  6.662  0.644
C  -12.537  1.933  4.624
C  -8.071  6.797  -0.268
H  1.765  -8.634  7.303
H  5.260  -3.557  10.827
H  -13.595  -0.161  -0.873
H  0.534  -9.967  7.453
H  9.431  -2.049  -5.129
H  2.067  1.151  0.184
H  4.682  2.439  5.646
C  -5.033  -4.590  -11.026
H  0.440  -2.718  -5.646
C  -6.587  8.339  -1.406
C  -11.313  10.930  -1.228
H  7.323  -2.927  8.715
H  0.480  0.205  -10.284
H  -1.789  -4.168  -8.783
H  -2.232  -3.949  6.071
H  -0.428  -14.139  -4.011
H  -8.375  0.714  4.040
H  7.271  17.259  6.948
H  6.917  -3.428  13.213
C  6.498  -6.283  6.684
H  -1.789  -5.844  -9.437
H  -6.203  -5.267  -4.183
C  -2.224  1.031  -7.810
H  0.672  -5.913  -8.874
H  0.526  8.394  0.414
H  -2.333  -8.572  5.135
N  -0.329  -4.718  -10.313
H  -8.757  6.786  -1.115
H  -13.200  1.544  -1.359
H  1.097  0.464  -13.129
H  7.635  -5.614  -7.809
C  0.045  1.067  1.219
H  0.608  -8.580  8.667
N  1.963  6.998  -0.173
H  -9.348  11.835  -2.670
H  1.564  1.642  -11.931
C  4.010  3.107  7.495
H  3.004  5.626  -5.061
H  -0.567  -3.476  5.987
H  8.261  -2.574  12.472
C  0.776  -4.932  -9.338
C  2.136  -0.285  1.839
H  -2.424  -14.638  -2.541
H  1.882  2.990  1.438
H  6.322  -2.139  10.804
H  6.470  -6.973  3.421
C  7.710  -3.514  12.471
H  7.945  -5.424  -4.218
H  -0.106  -7.963  -2.622
C  -1.981  0.734  -10.270
H  -13.003  3.064  0.854
H  0.543  -7.812  5.020
H  -7.241  8.184  -2.264
H  9.700  9.166  2.703
C  0.977  -3.776  -8.352
H  -1.624  -6.615  6.496
H  -2.200  -0.630  -0.574
H  2.277  -8.667  -4.224
O  2.585  8.926  2.066
H  3.370  -0.034  -12.527
H  -5.535  -8.359  -2.725
H  -6.696  -6.871  1.619
N  8.491  -2.089  -4.761
H  11.098  11.383  3.850
H  -5.106  -6.688  -4.448
H  -0.308  0.844  2.226
H  3.772  10.263  3.103
H  4.201  -1.653  -10.153
C  9.841  15.413  4.269
O  1.465  5.882  -3.702
C  0.869  -8.047  -2.144
C  -8.954  1.129  4.864
H  -5.238  9.954  -2.073
H  -0.347  2.053  0.970
H  -1.189  -4.975  4.242
H  -4.823  -5.444  -3.170
H  -1.478  0.863  -12.386
C  6.107  -6.933  4.448
H  10.185  15.677  6.298
H  -14.687  2.621  0.763
C  -13.755  0.899  -0.677
H  0.149  6.904  0.941
C  -6.715  -8.139  -0.893
H  -1.237  -2.892  -6.019
H  0.898  -3.990  7.581
C  6.355  -3.356  8.976
C  1.957  -10.816  -4.298
H  -5.721  9.864  -0.331
H  -1.813  1.223  -6.819
C  -6.799  -6.275  0.712
H  2.398  -1.325  -11.774
C  -0.973  -13.250  -4.329
H  0.001  -9.453  5.282
C  -13.726  2.317  1.180
C  -11.165  1.928  5.394
C  -9.204  11.998  -1.602
H  2.351  2.485  6.242
O  -10.368  0.942  4.765
H  9.631  13.424  2.224
C  9.087  9.716  3.417
H  -8.644  2.155  5.061
H  1.424  5.106  -5.522
O  -1.063  -4.582  7.645
O  -0.508  0.047  0.371
H  0.573  -11.546  -3.030
H  9.035  -3.372  -3.156

(2)
Computed, not measured: a molecular structure, C74H46BrF4MoN6P at a distorted geometry, with the ωB97M-V functional and the def2-TZVPD basis.

Summary:
total energy	-178465.4425	eV
total charge	+2
Kohn-Sham gap (alpha / beta)	5.24 / 5.24	eV
LUMO energy (alpha / beta)	-6.93 / -6.93	eV
molar mass	1302.03	g mol⁻¹

Cartesian coordinates (Å):
C  -6.856  1.615  0.063
H  3.645  -0.170  3.017
H  -3.282  -1.242  1.985
C  1.261  1.127  5.747
C  4.809  -4.548  3.581
C  -0.206  2.143  2.054
C  -2.709  0.247  0.321
H  -2.069  -1.795  -0.085
H  1.979  4.952  3.491
H  -5.377  6.180  -2.254
Br  3.629  -2.467  0.246
C  -0.383  -4.034  -3.076
H  3.284  1.380  -5.323
C  4.704  -3.990  2.313
C  -1.771  0.346  2.526
C  -0.637  -4.313  -4.417
N  -0.963  1.061  1.523
H  -0.422  -2.220  5.158
C  3.271  3.320  1.729
F  5.797  -5.375  3.864
H  -0.144  -0.297  5.047
C  -0.759  -5.624  -4.841
C  -1.732  -0.890  0.412
C  1.918  3.283  2.124
H  0.600  1.476  6.528
C  3.872  -4.217  4.547
C  2.403  -0.557  -2.346
C  0.085  3.988  3.549
C  -0.578  -3.453  2.012
F  3.965  -4.723  5.765
C  -0.712  2.919  3.063
C  3.076  -1.741  -2.829
C  6.560  1.491  -4.476
C  -2.569  -0.524  1.607
H  -4.552  1.596  -3.036
C  -0.626  -6.667  -3.933
C  2.851  1.391  0.382
C  -0.784  -2.761  4.297
C  5.207  0.941  -2.569
H  4.037  -1.744  -3.313
C  0.974  -2.193  -2.179
H  -2.498  3.233  4.308
N  1.222  -0.881  -1.779
H  2.855  2.453  6.287
H  -2.758  -2.813  -4.055
C  -0.232  -5.083  -2.173
C  -2.830  -0.239  -1.997
N  -1.466  -0.650  -1.906
H  7.533  1.665  -4.913
N  1.564  1.363  0.655
H  -1.996  -4.905  1.327
F  2.012  -3.004  5.207
H  -4.484  -0.907  -3.362
C  2.960  0.190  3.777
C  -7.263  2.225  -1.117
F  5.629  -4.310  1.413
C  -3.848  4.998  -3.179
C  -2.499  1.325  3.410
H  -0.080  -3.391  1.048
C  2.702  -2.788  2.956
C  -0.242  -2.642  -2.586
C  3.745  2.357  0.886
C  -2.791  4.124  -2.973
H  2.499  3.363  -4.041
C  -0.357  -6.396  -2.601
H  -2.883  3.955  0.411
H  4.783  2.313  0.593
H  -0.239  -7.205  -1.894
C  -1.892  -3.584  4.440
C  2.526  1.674  5.614
H  7.342  1.097  -2.518
C  -6.445  2.206  -2.239
C  1.688  -0.377  3.905
C  -4.810  0.936  -1.006
C  -1.998  2.538  3.649
C  -2.335  -4.353  3.374
C  0.843  0.111  4.897
C  -1.664  -4.298  2.159
C  -3.146  4.248  -0.596
C  -5.219  1.568  -2.185
C  1.729  1.701  -2.727
H  -0.727  -7.690  -4.266
H  2.305  -3.767  -3.067
H  -2.393  -3.645  5.396
C  2.209  -2.760  -2.698
C  -5.630  0.980  0.124
C  2.849  -3.336  4.223
H  5.129  0.682  -1.521
C  -2.431  3.742  -1.682
H  -3.418  1.004  3.880
C  -1.354  2.754  -1.513
H  -6.752  2.706  -3.146
H  -2.266  3.716  -3.829
H  -0.948  -5.837  -5.883
C  -0.120  -2.675  3.077
C  3.664  -3.128  2.011
H  -4.746  5.513  0.039
H  3.927  4.081  2.131
H  5.504  1.807  -6.315
C  -2.588  -1.982  -3.396
C  -3.459  -1.013  -3.054
C  -0.205  2.642  -2.312
H  -3.189  -5.005  3.492
C  -4.200  5.119  -0.807
H  4.369  1.617  4.517
H  -5.305  0.511  1.043
H  -7.495  1.640  0.934
C  4.060  1.034  -3.352
C  4.172  1.337  -4.706
C  -3.501  0.308  -0.935
C  2.735  0.763  -2.734
H  -0.315  4.635  4.316
C  6.454  1.172  -3.130
C  1.103  2.277  1.577
C  -1.369  -1.744  -2.641
H  -0.723  -3.507  -5.135
N  -2.044  1.566  0.595
C  5.421  1.572  -5.263
C  1.358  4.164  3.089
H  -0.021  -4.870  -1.133
C  1.692  2.972  -3.448
P  1.312  -1.633  2.629
C  -4.555  5.497  -2.096
C  0.481  3.522  -3.234
H  -8.219  2.729  -1.158
C  3.375  1.203  4.622
H  3.220  0.617  -0.271
C  -1.231  1.785  -0.547
N  0.551  1.553  -2.045
Mo  -0.025  0.183  -0.441
H  -4.119  5.283  -4.186
H  -1.099  -0.276  3.119
H  0.104  4.456  -3.614